# 1
The following is a DFT calculation (ωB97M-V with the def2-TZVPD basis set) of O2Si in the gas phase in a non-equilibrium geometry.

For the total energy, the calculation gives -439.96773 a.u. The calculation puts the HOMO-LUMO gap at 10.1 eV. The energy relative to the best compared isomer or geometry (same formula, charge and spin) is 22.3 kJ/mol. Its structure (SMILES) is O=[Si]=O. The value obtained for the molecular weight is 60.08 g mol⁻¹.

Last column: natural (NBO) charge in e.
Positions of all 3 atoms, in Å:
1 O -0.890 0.934 0.769  -1.11
2 O 0.730 -1.017 -0.790  -1.13
3 Si 0.161 0.084 0.021  2.24

=====

# 2
The following is a DFT calculation (ωB97M-V with the def2-TZVPD basis set) of a molecular structure, C7H11LaNP in a non-equilibrium geometry.

For the total energy, the calculation gives -700.69752 a.u. The calculation puts the HOMO-LUMO gap at 4.2 eV. The value obtained for the molecular weight is 279.05 g mol⁻¹.

Last column: Mulliken charge in e.
Positions of all 21 atoms, in Å:
1 C 0.213 -1.201 -2.118  -0.47
2 C -0.033 -0.358 -3.169  -0.46
3 C 0.178 1.071 -3.239  -0.12
4 C 0.788 1.858 -2.193  -0.48
5 C 1.229 1.415 -0.981  -0.66
6 La 0.456 -0.350 0.037  0.77
7 P 0.774 -3.043 0.691  -0.25
8 H -0.047 -2.293 -2.175  0.20
9 H -0.436 -0.793 -4.115  0.19
10 H -0.047 1.590 -4.183  0.28
11 H 1.748 1.939 -0.131  0.31
12 H 0.965 2.932 -2.407  0.20
13 H 2.095 -3.176 1.274  0.10
14 H 0.718 -3.939 -0.441  0.13
15 H -0.162 -3.541 1.688  0.10
16 C -1.569 1.498 4.001  -0.89
17 C -1.100 0.979 2.772  0.68
18 N -0.719 0.533 1.773  -0.47
19 H -2.462 2.098 3.808  0.28
20 H -0.782 2.119 4.441  0.28
21 H -1.808 0.663 4.667  0.28

=====

# 3
The following is a DFT calculation (ωB97M-V with the def2-TZVPD basis set) of a molecular structure, C6H13NO4 in a non-equilibrium geometry.

For the total energy, the calculation gives -591.82090 a.u. The calculation puts the HOMO-LUMO gap at 9.3 eV. The energy relative to the best compared isomer or geometry (same formula, charge and spin) is 823.2 kJ/mol. The value obtained for the molecular weight is 163.17 g mol⁻¹.

Last column: natural (NBO) charge in e.
Positions of all 24 atoms, in Å:
1 C -2.385 -0.524 0.045  -0.03
2 C -0.877 -0.486 -0.191  -0.13
3 C 1.183 -1.591 0.177  -0.28
4 C 1.790 -0.420 -0.366  0.08
5 C 1.139 0.953 0.280  0.05
6 C -0.368 0.982 -0.069  0.09
7 H -4.217 0.453 -0.227  0.48
8 H -2.678 -1.510 -0.055  0.16
9 H -2.297 -0.311 1.431  0.15
10 H -0.820 -0.673 -1.213  0.19
11 H -0.759 -2.329 0.588  0.36
12 H 1.945 -1.738 1.136  0.22
13 H 0.994 -2.734 -0.398  0.20
14 H 1.624 -0.602 -1.753  0.11
15 H 3.227 0.919 -0.430  0.48
16 H 1.140 0.654 1.177  0.19
17 H 1.512 2.357 -1.063  0.50
18 H -0.607 1.577 -1.001  0.17
19 H -0.377 2.585 1.149  0.47
20 N -0.147 -1.383 0.768  -0.61
21 O -3.082 0.434 -0.750  -0.70
22 O 3.198 -0.324 -0.100  -0.73
23 O 1.837 2.032 -0.160  -0.70
24 O -0.977 1.676 1.025  -0.72